(1)
DFT (the ωB97M-V functional and the def2-TZVPD basis) results for a 2-piece molecular cluster, C6H8N3S2 overall at a distorted geometry.

```
19
Properties=species:S:1:pos:R:3:forces:R:3
S -1.2449 1.0972 1.6212 0.707 0.948 -0.118
S 2.6240 -0.6314 0.7368 0.231 0.298 -0.407
N -0.7041 -2.3355 -1.6942 0.054 1.989 0.280
N -0.4127 -1.6767 -0.8151 0.036 -0.616 -0.087
N 0.5174 -1.2234 2.0743 0.256 1.528 -0.974
C 0.9865 -0.3015 1.2478 2.046 -0.563 -0.681
C -0.3886 2.8640 -0.0249 -0.748 1.026 0.127
C -1.1399 -2.9054 -2.7428 0.116 -1.732 -0.508
C -1.3864 2.6168 0.9240 0.756 0.247 -1.338
C 0.3148 0.8521 0.8473 -1.755 1.040 -0.451
C 0.5492 1.9091 -0.1037 -0.183 -3.873 3.169
H -0.2083 3.6919 -0.6780 -0.864 0.818 0.089
H -1.0308 -2.5181 -3.7481 0.028 0.447 0.427
H 1.0951 -2.0065 2.3171 -0.324 -0.328 0.352
H -2.1551 3.3284 1.1095 -0.713 0.007 0.381
H 1.3484 1.8282 -0.7469 1.623 0.337 -1.383
H -0.4107 -1.0338 2.3873 -0.442 -0.894 0.711
H 2.8845 0.4132 -0.1149 -0.496 -0.507 0.636
H -1.2385 -3.9688 -2.5966 -0.326 -0.174 -0.225
```
Forces are in eV/Å.

Its energy above the lowest of the compared OMol25 structures with the same formula, charge and spin is 37.6 kcal per mole. Its multiplicity is 1. The total energy is -1193.73458 Eh. The largest force on an atom is 5.0 eV/A. The lowest unoccupied orbital energy comes out at -5.002 eV. The calculation puts the HOMO-LUMO gap at 6.6 eV. The charge is +1.



(2)
DFT (the ωB97M-V functional and the def2-TZVPD basis) results for C7H8 as an isolated structure at a distorted geometry.

```
15
Properties=species:S:1:pos:R:3:forces:R:3
C 1.0301 0.8478 -0.9913 0.160 0.193 -0.187
C 0.5780 -1.4961 1.4461 -0.764 -0.718 -1.083
C -0.0789 0.3129 -0.0927 0.027 -0.492 0.370
C 0.5213 -0.2226 1.1906 0.130 -0.853 0.206
C -1.1703 1.3444 0.1424 -0.153 0.250 -0.013
C -0.3737 -2.1520 -0.1187 0.974 0.381 1.646
C -0.5973 -0.9917 -0.6371 -0.132 -0.487 -0.371
H 0.6146 1.1405 -1.9589 0.063 -0.001 0.058
H 1.8018 0.0899 -1.1521 -0.130 0.098 0.031
H -0.5091 -3.2357 -0.2463 -0.030 0.941 -0.044
H 1.4905 1.7227 -0.5254 -0.025 -0.042 -0.072
H -0.7418 2.2260 0.6270 -0.062 -0.064 -0.040
H -1.9759 0.9586 0.7736 0.165 -0.019 -0.087
H 0.9329 -2.2357 2.1829 -0.231 0.831 -0.511
H -1.5967 1.6525 -0.8163 0.010 -0.019 0.098
```
Forces are in eV/Å.

Its energy above the lowest of the compared OMol25 structures with the same formula, charge and spin is 162.5 kcal per mole. Its multiplicity is 1. The total energy is -271.27254 Eh. The largest force on an atom is 2.0 eV/A. The lowest unoccupied orbital energy (spin up / spin down) comes out at -0.581 / -0.726 eV. The calculation puts the HOMO-LUMO gap (spin up / spin down) at 8.2 / 7.8 eV. The charge is 0.



(3)
DFT (the ωB97M-V functional and the def2-TZVPD basis) results for C39H29CsF3N5S4Se as an isolated structure.

```
82
Properties=species:S:1:pos:R:3:forces:R:3
Cs -2.1307 -0.9171 0.5524 0.273 -0.250 -0.368
Se 3.9248 -2.8489 -0.0192 0.193 -0.125 0.155
S -2.2995 -4.0716 -1.3925 -0.157 -0.082 -0.041
S -1.3179 0.1143 3.4544 0.161 0.221 0.476
S 0.2232 -2.7612 -3.1181 -0.033 0.064 0.020
S 0.3182 1.7118 1.0794 -0.096 0.002 -0.051
F -6.1940 8.3623 1.3869 -0.002 0.002 -0.015
F -5.4925 8.8346 -0.5986 -0.010 -0.006 0.008
F -7.4821 8.0420 -0.3258 0.010 0.008 0.003
N 1.5158 -4.1412 -1.0372 0.218 -0.173 -0.223
N 0.4624 0.4613 -1.5566 -0.039 0.002 0.059
N 4.0834 -6.9990 0.7429 0.108 0.066 0.085
N 2.8837 -1.8963 1.0357 -0.237 0.080 -0.061
N 5.3447 -1.8107 0.2386 -0.005 0.137 0.037
C -0.3874 2.4385 -0.4407 0.024 -0.056 0.243
C 0.3844 2.4669 -2.8357 -0.018 0.008 0.000
C -4.1186 2.6200 -0.4408 -0.063 0.029 0.068
C 0.4330 -4.2320 -2.0496 -0.101 0.175 0.134
C 5.2977 1.1501 2.3666 -0.020 -0.023 -0.018
C 1.4046 -1.6002 -2.3611 -0.050 -0.055 -0.004
C 0.8911 1.7965 -3.9335 0.012 -0.020 -0.016
C -4.6445 3.9363 -0.3182 0.041 -0.044 0.004
C 2.4225 -4.9555 -1.9320 0.081 0.024 0.019
C -6.1695 5.6914 -1.0205 0.011 0.001 -0.015
C 0.1746 1.7587 -1.6541 0.053 -0.011 -0.015
C -5.6801 6.5327 -0.0273 -0.037 0.004 0.037
C 3.1256 -6.1884 0.0828 0.006 0.141 -0.065
C -5.6595 4.4143 -1.1629 -0.002 0.035 -0.024
C -4.1612 4.8055 0.6764 -0.003 0.008 0.025
C 5.8142 0.2198 1.5249 0.026 0.005 -0.005
C -0.6550 3.9683 2.2941 -0.008 -0.025 -0.008
C 0.0597 -6.8593 -1.0945 -0.126 -0.023 -0.008
C 1.1553 -5.4240 -2.7530 -0.061 -0.054 0.047
C 1.2120 0.4534 -3.8183 -0.006 0.024 -0.022
C -3.6383 1.4837 -0.4492 -0.261 0.197 -0.240
C -0.7978 -4.6408 -1.2700 0.037 0.041 -0.039
C -1.3699 1.8491 3.2776 0.014 -0.058 0.059
C -4.6707 6.0809 0.8193 0.002 0.007 -0.011
C 0.6568 -6.7481 -2.2739 0.039 0.073 -0.021
C -0.6557 2.5740 2.2959 0.014 0.055 -0.003
C 3.3496 -5.8749 -1.2508 -0.157 -0.203 -0.089
C -0.2526 -5.6197 -0.2840 0.137 -0.023 -0.006
C 3.0953 0.1140 2.3906 0.005 0.011 0.044
C 0.9941 -0.1755 -2.5988 0.008 -0.023 0.006
C 3.9314 1.0989 2.8008 0.003 -0.028 0.017
C -6.2067 7.9188 0.1102 0.025 -0.018 -0.019
C -1.4013 4.6964 3.2047 -0.012 0.008 -0.003
C -2.1287 2.6222 4.1834 0.000 0.015 -0.047
C 4.9722 -0.8412 1.0639 0.065 -0.063 -0.055
C 2.1040 -5.6427 0.8448 -0.100 -0.135 -0.005
C -2.1545 4.0017 4.1485 0.008 0.009 0.009
C 3.6014 -0.8901 1.5064 -0.037 -0.025 0.004
C 1.0360 -4.8487 0.1939 0.000 -0.068 0.007
H -4.2907 6.7285 1.5998 0.009 -0.012 0.005
H 5.9253 1.9610 2.7181 -0.004 0.005 0.003
H 4.1369 -6.3488 -1.8265 0.083 0.075 0.060
H -0.9299 -5.8319 0.5395 -0.048 0.034 -0.024
H -6.9557 6.0384 -1.6794 -0.006 -0.011 0.002
H -1.4713 2.2869 -0.3968 -0.021 0.079 -0.093
H 2.9703 -4.2344 -2.5594 -0.070 0.018 -0.030
H 2.0354 -5.8297 1.9089 0.066 0.077 0.017
H -0.2464 -7.8213 -0.7026 0.042 -0.004 0.019
H 1.0554 2.3202 -4.8679 -0.010 0.004 0.000
H 2.3993 -1.7808 -2.7698 0.022 -0.003 0.033
H -3.3857 4.4482 1.3416 0.004 0.006 0.009
H 3.6829 -7.5059 1.5176 -0.034 -0.045 -0.030
H 1.2252 -5.3475 -3.8384 -0.037 -0.022 -0.012
H 6.8415 0.2610 1.1859 0.004 -0.013 0.007
H 0.1485 3.5220 -2.8813 -0.012 -0.002 0.004
H 2.0551 0.0761 2.6905 0.019 -0.050 0.036
H 0.6724 -4.0660 0.8711 0.051 0.020 0.019
H 3.5607 1.8726 3.4615 -0.003 0.012 -0.017
H -0.0503 4.4889 1.5598 -0.003 -0.001 -0.002
H -2.7587 4.5451 4.8674 -0.003 -0.007 0.003
H -0.1802 3.5078 -0.4766 -0.037 0.004 -0.102
H 1.6323 -0.1001 -4.6485 0.020 -0.006 0.015
H 1.4182 -1.7949 -1.2922 0.033 0.023 -0.009
H -1.3980 5.7797 3.1777 0.004 -0.002 0.000
H -2.7026 2.0850 4.9279 -0.002 0.000 0.002
H 4.5609 -7.6209 0.1087 -0.026 -0.027 -0.014
H -6.0425 3.7572 -1.9324 -0.001 -0.004 0.004
H 0.8891 -7.6278 -2.8625 0.027 -0.009 0.023
```
Forces are in eV/Å.

Its multiplicity is 1. The total energy is -6091.18210 Eh. The largest force on an atom is 0.5 eV/A. The lowest unoccupied orbital energy comes out at 3.688 eV. The calculation puts the HOMO-LUMO gap at 4.7 eV. The charge is -2.



(4)
DFT (the ωB97M-V functional and the def2-TZVPD basis) results for one molecule with the formula C24H22FN5O3S at a distorted geometry.

```
56
Properties=species:S:1:pos:R:3:forces:R:3
S -0.9706 1.7989 -2.7958 -0.017 0.393 -0.407
F -4.6426 2.9602 2.9073 0.029 -0.046 -0.082
O -3.3058 -2.8719 -0.2339 -0.266 -0.060 0.006
O 0.9180 -4.2784 0.7193 0.153 -0.210 0.147
O 0.1472 2.4543 -0.1933 -0.026 0.094 0.162
N 0.2701 -0.2746 -1.6081 0.236 -0.259 -0.020
N 0.7375 -2.3203 -0.3971 0.000 -0.094 0.022
N 2.2505 1.7556 -0.6546 0.161 0.245 0.165
N -1.1777 -3.5405 0.2298 -0.236 -0.147 0.090
N -1.9621 -0.4124 -1.5656 0.613 -0.090 -0.255
C 3.8592 0.6777 3.0098 0.069 -0.042 0.138
C 0.7462 2.3071 -2.4975 -0.433 -0.350 0.035
C 2.6538 1.4469 0.6523 0.267 -0.111 0.372
C 4.5892 0.6246 1.8293 -0.126 0.034 -0.059
C 3.9789 1.0093 0.6560 -0.192 0.046 -0.002
C 4.5377 1.0521 -0.7349 0.049 0.098 0.024
C -0.8804 0.2927 -1.9462 -0.035 -0.302 -0.022
C -1.4705 -1.5203 -0.9029 0.792 -0.202 0.135
C -4.1859 0.1476 0.6920 -0.010 0.088 -0.063
C 0.2044 -3.4343 0.2207 0.286 0.089 -0.073
C 1.0107 2.1730 -0.9975 0.137 0.281 -0.138
C -3.6022 2.1750 -0.4587 -0.117 -0.121 0.056
C 1.9221 1.5070 1.8251 -0.252 0.055 0.024
C -2.1113 -2.6468 -0.3042 0.267 0.318 -0.194
C -3.9032 2.9122 0.6719 -0.062 0.035 0.228
C -4.4934 0.8722 1.8290 0.008 0.209 0.127
C -4.3436 2.2468 1.8009 0.027 -0.077 -0.126
C -3.7410 0.7929 -0.4557 -0.109 -0.030 -0.121
C -1.7462 -4.7194 0.8648 -0.095 -0.272 0.137
C -3.3511 -0.0216 -1.6662 -0.453 0.248 0.210
C 2.5454 1.1140 3.0014 0.091 -0.043 0.014
C 2.1710 -2.1358 -0.4385 0.287 -0.032 0.045
C -0.0910 -1.3958 -0.9478 -1.327 0.173 -0.105
C 3.3125 1.4046 -1.5945 0.127 -0.120 -0.526
H -4.8428 0.3875 2.7269 -0.043 -0.022 0.101
H 0.8096 3.3523 -2.8012 0.013 -0.015 -0.007
H -3.9440 -0.9377 -1.7135 0.077 0.155 -0.129
H 3.5162 2.2445 -2.2629 -0.007 -0.139 -0.001
H -3.4751 0.5582 -2.5846 -0.048 -0.137 0.054
H -2.3622 -5.2566 0.1440 0.006 0.012 0.077
H 4.9790 0.0988 -1.0263 0.003 0.031 -0.058
H -3.2550 2.6799 -1.3466 0.032 0.063 -0.048
H 2.6315 -3.0313 -0.0262 -0.028 0.124 -0.061
H 2.4518 -1.2658 0.1565 0.048 -0.005 -0.004
H 5.3135 1.8171 -0.8108 0.002 -0.035 -0.054
H -0.9304 -5.3467 1.2128 -0.101 0.080 -0.040
H 1.9892 1.1514 3.9257 -0.055 0.001 0.084
H 2.4865 -1.9882 -1.4709 0.048 0.011 -0.002
H 1.3890 1.6895 -3.1171 0.085 0.112 0.072
H 4.3210 0.3772 3.9378 0.035 -0.028 0.098
H 0.9006 1.8465 1.8215 -0.025 0.017 -0.012
H 2.9949 0.5416 -2.1889 0.006 0.078 -0.009
H -2.3754 -4.4147 1.7009 0.001 -0.057 -0.041
H -4.2919 -0.9268 0.6916 -0.013 -0.117 -0.009
H 5.6144 0.2861 1.8279 0.119 -0.045 0.010
H -3.7958 3.9848 0.6867 -0.001 0.116 0.033
```
Forces are in eV/Å.

Its energy above the lowest of the compared OMol25 structures with the same formula, charge and spin is 0.0 kcal per mole. As for the SMILES: Cn1c(=O)c2c(nc(SCC(=O)N3CCc4ccccc43)n2Cc2ccc(F)cc2)n(C)c1=O. Its multiplicity is 1. The total energy is -1925.42439 Eh. The largest force on an atom is 1.3 eV/A. The lowest unoccupied orbital energy comes out at 0.373 eV. The calculation puts the HOMO-LUMO gap at 8.5 eV. The charge is 0.



(5)
DFT (the ωB97M-V functional and the def2-TZVPD basis) results for a 2-piece molecular cluster, C6H12N2 overall at a distorted geometry.

```
20
Properties=species:S:1:pos:R:3:forces:R:3
N 2.1428 2.0424 -0.9652 -0.033 -0.198 -0.393
N 2.2022 0.1029 0.1169 -0.952 1.136 -0.164
C -1.4997 -1.5872 -0.0124 -0.343 -1.551 -1.768
C 0.9171 1.8266 -0.3674 0.121 0.292 -0.378
C -0.2911 2.6662 -0.6199 0.483 0.402 -0.350
C 0.9444 0.6575 0.3075 0.685 -0.885 0.625
C -1.8822 -2.6118 1.0673 -0.077 0.970 1.151
C 2.8763 1.0046 -0.6776 -0.095 -1.253 0.378
H -2.1529 -1.8251 -0.8680 0.212 0.061 0.035
H -2.7423 -3.1792 0.7369 -0.160 -0.155 0.225
H -1.0975 -3.3034 1.3607 0.315 -0.150 -0.614
H -0.8722 2.2098 -1.4284 -0.445 -0.201 0.588
H -1.6066 -0.5102 0.0190 0.056 0.056 1.101
H 2.4660 -0.7435 0.5901 0.524 0.066 -0.333
H -0.0600 3.6390 -1.0577 0.410 0.053 0.380
H 3.8090 0.6851 -1.1125 0.294 0.572 0.097
H -0.7961 2.8207 0.3334 -0.564 -0.081 -0.370
H 0.2494 0.1210 0.9238 -0.241 0.228 -0.006
H -2.0903 -2.1585 2.0415 -0.467 0.173 -0.174
H -0.5164 -1.8572 -0.3882 0.277 0.464 -0.030
```
Forces are in eV/Å.

Its energy above the lowest of the compared OMol25 structures with the same formula, charge and spin is 16.3 kcal per mole. As for the SMILES: Cc1c[nH]cn1.CC. Its multiplicity is 1. The total energy is -345.30182 Eh. The largest force on an atom is 2.4 eV/A. The lowest unoccupied orbital energy comes out at 0.802 eV. The calculation puts the HOMO-LUMO gap at 9.4 eV. The charge is 0.



Copy entry 5 word for word.
DFT (the ωB97M-V functional and the def2-TZVPD basis) results for a 2-piece molecular cluster, C6H12N2 overall at a distorted geometry.

```
20
Properties=species:S:1:pos:R:3:forces:R:3
N 2.1428 2.0424 -0.9652 -0.033 -0.198 -0.393
N 2.2022 0.1029 0.1169 -0.952 1.136 -0.164
C -1.4997 -1.5872 -0.0124 -0.343 -1.551 -1.768
C 0.9171 1.8266 -0.3674 0.121 0.292 -0.378
C -0.2911 2.6662 -0.6199 0.483 0.402 -0.350
C 0.9444 0.6575 0.3075 0.685 -0.885 0.625
C -1.8822 -2.6118 1.0673 -0.077 0.970 1.151
C 2.8763 1.0046 -0.6776 -0.095 -1.253 0.378
H -2.1529 -1.8251 -0.8680 0.212 0.061 0.035
H -2.7423 -3.1792 0.7369 -0.160 -0.155 0.225
H -1.0975 -3.3034 1.3607 0.315 -0.150 -0.614
H -0.8722 2.2098 -1.4284 -0.445 -0.201 0.588
H -1.6066 -0.5102 0.0190 0.056 0.056 1.101
H 2.4660 -0.7435 0.5901 0.524 0.066 -0.333
H -0.0600 3.6390 -1.0577 0.410 0.053 0.380
H 3.8090 0.6851 -1.1125 0.294 0.572 0.097
H -0.7961 2.8207 0.3334 -0.564 -0.081 -0.370
H 0.2494 0.1210 0.9238 -0.241 0.228 -0.006
H -2.0903 -2.1585 2.0415 -0.467 0.173 -0.174
H -0.5164 -1.8572 -0.3882 0.277 0.464 -0.030
```
Forces are in eV/Å.

Its energy above the lowest of the compared OMol25 structures with the same formula, charge and spin is 16.3 kcal per mole. As for the SMILES: Cc1c[nH]cn1.CC. Its multiplicity is 1. The total energy is -345.30182 Eh. The largest force on an atom is 2.4 eV/A. The lowest unoccupied orbital energy comes out at 0.802 eV. The calculation puts the HOMO-LUMO gap at 9.4 eV. The charge is 0.



Look up the multiplicity of the fourth one. 1